Molecular formula: C6H18InO8P2
Method: DFT, ωB97M-V/def2-TZVPD

Values from the calculation:
Energy above the lowest of the compared OMol25 structures with the same formula, charge and spin ... 1.8096 eV
Kohn-Sham gap ... 0.09679 Ha
E ... -46613.60069 eV
Strongest force on any atom ... 0.0398 hartree/bohr
Charge ... +3

Geometry (Å):
In 13.720180 22.085946 7.614674
C 17.166363 22.656174 3.524317
O 16.018411 22.073884 2.911242
P 14.953611 21.250115 3.730244
O 14.526722 21.958925 4.976440
O 15.629092 19.888262 3.891821
C 15.150973 18.719360 4.630410
O 13.817107 21.006907 2.693971
C 12.767955 21.937556 2.397776
H 18.053341 22.246012 3.007083
H 17.265356 22.380791 4.573954
H 17.150779 23.734005 3.361263
H 14.416845 18.190456 4.028802
H 14.733677 19.027504 5.591027
H 16.022357 18.100223 4.809875
H 11.810665 21.420255 2.552954
H 12.800883 22.173682 1.330449
H 12.785676 22.816927 3.037991
C 9.739019 27.081374 5.889039
O 10.425238 25.816384 6.087022
P 11.959134 25.657900 6.094512
O 12.357701 24.259078 6.399228
O 12.540772 26.716020 7.088578
C 12.096063 26.868535 8.445266
O 12.422995 26.186974 4.705639
C 13.815152 26.314997 4.349293
H 10.427817 27.923153 5.875775
H 9.004769 27.189802 6.688475
H 9.195005 27.015548 4.943031
H 12.924258 26.609120 9.111688
H 11.200568 26.283020 8.652111
H 11.848404 27.923074 8.619502
H 13.959319 25.814525 3.391936
H 14.484083 25.882505 5.094860
H 14.070883 27.374596 4.255253

Forces on atoms 1 to 6 (eV/Å):
-0.077 0.361 -0.883
0.436 -0.130 0.164
0.105 0.510 0.380
-0.293 -1.234 -1.607
-0.251 0.695 1.122
0.105 -0.082 0.869